# 1
{
  "formula": "C16H18NO8",
  "method": "wB97M-V/def2-TZVPD",
  "mol_weight_g_mol": 352.3,
  "e_tot_ev": -34754.838,
  "homo_ha": -0.153,
  "e_lumo_ev": 2.247,
  "charge": -1,
  "elements": ["C", "C", "O", "C", "C", "C", "C", "C", "C", "C", "C", "O", "O", "C", "O", "N", "C", "O", "H", "H", "H", "H", "H", "H", "H", "H", "H", "H", "C", "C", "O", "C", "O", "O", "C", "H", "H", "H", "H", "H", "H", "H", "H"],
  "coordinates": [[1.42, -2.40, -0.61], [0.57, -1.07, -0.73], [-0.08, -0.98, -2.00], [-0.41, -0.92, 0.50], [-1.91, -0.82, 0.04], [-2.59, 0.47, 0.27], [-3.98, 0.64, -0.17], [-4.61, -0.50, -0.80], [-3.98, -1.81, -1.04], [-2.60, -1.97, -0.60], [-1.83, -3.31, -0.79], [-1.14, -3.82, 0.12], [-1.89, -3.86, -1.94], [-4.98, -2.77, -1.74], [-4.75, -3.86, -2.17], [-6.24, -2.04, -1.83], [-6.04, -0.69, -1.36], [-6.90, 0.17, -1.41], [2.40, -2.20, -1.12], [0.94, -3.27, -1.14], [1.65, -2.63, 0.46], [1.33, -0.23, -0.69], [0.52, -0.64, -2.68], [-0.15, 0.07, 0.99], [-0.27, -1.71, 1.29], [-2.04, 1.30, 0.78], [-4.56, 1.57, -0.05], [-7.02, -2.47, -1.32], [4.75, 1.46, 3.15], [3.62, 2.48, 3.12], [3.83, 3.46, 2.10], [3.59, 3.04, 0.85], [3.21, 1.95, 0.52], [3.86, 4.06, 0.01], [3.74, 3.72, -1.37], [5.71, 1.96, 3.25], [4.62, 0.77, 3.98], [4.78, 0.88, 2.23], [3.60, 3.02, 4.07], [2.65, 2.00, 3.00], [2.77, 3.30, -1.59], [4.54, 3.02, -1.64], [3.87, 4.64, -1.94]]
}

***

# 2
{
  "formula": "C16H18NS2",
  "method": "wB97M-V/def2-TZVPD",
  "mol_weight_g_mol": 288.5,
  "e_tot_ev": -40037.972,
  "de_lowest_ev": 0.021,
  "homo_ha": -0.373,
  "e_lumo_ev": -5.372,
  "charge": 1,
  "elements": ["N", "C", "C", "C", "C", "C", "C", "H", "H", "H", "H", "H", "H", "H", "C", "C", "C", "C", "C", "S", "C", "C", "C", "S", "C", "C", "H", "H", "H", "H", "H", "H", "H", "H", "H", "H", "H"],
  "coordinates": [[-0.51, 1.85, 0.05], [-1.87, 1.90, 0.11], [-2.53, 3.16, 0.12], [-3.93, 3.21, 0.12], [-4.69, 2.04, 0.12], [-4.05, 0.80, 0.14], [-2.65, 0.72, 0.15], [0.01, 0.98, 0.09], [0.04, 2.70, 0.09], [-1.94, 4.07, 0.13], [-4.42, 4.19, 0.12], [-5.78, 2.09, 0.10], [-4.64, -0.12, 0.15], [-2.14, -0.24, 0.20], [4.96, 1.16, 0.06], [4.38, 0.70, 1.25], [3.24, -0.12, 1.21], [2.64, -0.44, -0.03], [1.35, -1.14, -0.07], [0.63, -1.40, -1.59], [-0.74, -2.59, -1.39], [-0.57, -3.58, -0.25], [-0.67, -2.85, 1.08], [0.61, -1.58, 1.40], [3.28, -0.03, -1.22], [4.41, 0.79, -1.17], [5.85, 1.81, 0.10], [4.82, 0.98, 2.21], [2.83, -0.49, 2.14], [-1.65, -1.98, -1.26], [-0.78, -3.10, -2.36], [-1.43, -4.26, -0.30], [0.35, -4.16, -0.34], [-1.62, -2.31, 1.17], [-0.58, -3.55, 1.93], [2.89, -0.34, -2.19], [4.88, 1.13, -2.10]]
}

***

# 3
{
  "formula": "C16H18O3S2",
  "method": "wB97M-V/def2-TZVPD",
  "mol_weight_g_mol": 322.5,
  "e_tot_ev": -44694.683,
  "de_lowest_ev": 0.000,
  "homo_ha": -0.231,
  "e_lumo_ev": -2.438,
  "charge": 0,
  "elements": ["C", "C", "C", "O", "C", "C", "O", "C", "O", "H", "H", "H", "H", "H", "H", "H", "C", "C", "C", "C", "C", "S", "C", "C", "C", "S", "C", "C", "H", "H", "H", "H", "H", "H", "H", "H", "H", "H", "H"],
  "coordinates": [[-0.35, -0.28, -3.25], [0.19, 0.54, -2.16], [1.54, 1.02, -2.22], [2.31, 0.73, -3.14], [1.95, 1.95, -1.08], [0.85, 2.94, -0.87], [-0.43, 2.28, -0.58], [-0.76, 1.14, -1.24], [-1.87, 0.64, -1.03], [-1.45, -0.25, -3.22], [0.02, 0.07, -4.23], [-0.03, -1.32, -3.14], [2.13, 1.34, -0.18], [2.88, 2.46, -1.34], [1.05, 3.59, -0.01], [0.71, 3.56, -1.77], [0.93, 2.49, 2.95], [-0.40, 2.37, 2.53], [-0.82, 1.23, 1.87], [0.06, 0.16, 1.66], [-0.43, -1.10, 1.12], [0.69, -2.39, 0.93], [-0.16, -3.62, -0.12], [-1.58, -3.94, 0.30], [-2.46, -2.71, 0.16], [-2.08, -1.47, 1.43], [1.41, 0.30, 2.03], [1.84, 1.46, 2.68], [1.25, 3.38, 3.49], [-1.11, 3.18, 2.71], [-1.86, 1.14, 1.53], [-0.09, -3.23, -1.14], [0.50, -4.50, -0.02], [-1.96, -4.73, -0.36], [-1.60, -4.32, 1.33], [-2.37, -2.20, -0.80], [-3.52, -2.95, 0.35], [2.12, -0.51, 1.83], [2.89, 1.55, 2.99]]
}

***

# 4
{
  "formula": "C16H19BN6PtSe",
  "method": "wB97M-V/def2-TZVPD",
  "mol_weight_g_mol": 580.2,
  "e_tot_ev": -95089.071,
  "de_lowest_ev": 0.000,
  "homo_ha": [-0.541, -0.555],
  "e_lumo_ev": [-8.437, -10.134],
  "s2": 2.042,
  "charge": 2,
  "spin_multiplicity": 3,
  "elements": ["C", "N", "N", "C", "C", "B", "N", "N", "C", "C", "C", "Pt", "N", "N", "C", "C", "C", "H", "H", "H", "H", "H", "H", "H", "H", "H", "H", "H", "C", "H", "H", "H", "Se", "C", "C", "C", "C", "C", "C", "H", "H", "H", "H", "H"],
  "coordinates": [[-1.26, 2.74, -0.49], [-0.41, 1.69, -0.51], [-0.56, 0.99, -1.69], [-1.50, 1.64, -2.43], [-1.96, 2.74, -1.70], [0.48, -0.02, -2.27], [1.79, 0.20, -1.43], [1.90, 0.88, -0.23], [3.18, 1.26, -0.02], [3.92, 0.82, -1.12], [3.05, 0.17, -1.97], [0.48, 1.12, 1.22], [-0.04, -1.48, -2.73], [-0.27, -2.65, -2.00], [-0.70, -3.58, -2.85], [-0.70, -3.07, -4.17], [-0.30, -1.74, -4.05], [-0.99, -4.59, -2.55], [-0.19, -0.95, -4.78], [-0.96, -3.59, -5.07], [0.79, 0.48, -3.36], [3.20, -0.30, -2.93], [-1.74, 1.28, -3.42], [4.97, 0.98, -1.26], [-2.70, 3.46, -1.99], [3.47, 1.79, 0.87], [-1.30, 3.36, 0.40], [0.99, -1.22, 1.37], [1.21, -0.43, 2.10], [2.30, -0.36, 2.26], [0.55, 2.21, 2.29], [0.68, -0.66, 3.04], [-1.85, -0.27, 1.53], [-1.91, -0.42, 3.37], [-1.91, -1.69, 3.99], [-1.70, -1.79, 5.37], [-1.53, -0.63, 6.14], [-1.60, 0.63, 5.54], [-1.79, 0.74, 4.16], [-2.04, -2.58, 3.37], [-1.67, -2.77, 5.84], [-1.32, -0.71, 7.21], [-1.50, 1.54, 6.13], [-1.81, 1.72, 3.67]]
}

***

# 5
{
  "formula": "C16H19ClN3O7PS",
  "method": "wB97M-V/def2-TZVPD",
  "smiles": "CCOCP(O)(S)(Cl)N=C=O.O=[N+]([O-])c1ccccc1.O=[N+]([O-])c1ccccc1",
  "mol_weight_g_mol": 463.8,
  "e_tot_ev": -68343.958,
  "homo_ha": -0.304,
  "e_lumo_ev": -0.670,
  "charge": 0,
  "elements": ["C", "C", "O", "C", "P", "O", "S", "Cl", "N", "C", "O", "H", "H", "H", "H", "H", "H", "H", "H", "H", "C", "C", "C", "C", "C", "C", "N", "O", "O", "H", "H", "H", "H", "H", "C", "C", "C", "C", "C", "C", "N", "O", "O", "H", "H", "H", "H", "H"],
  "coordinates": [[-0.43, 1.23, 1.48], [0.50, 2.34, 0.84], [1.74, 1.70, 0.51], [2.43, 2.40, -0.50], [2.02, 1.87, -2.27], [3.04, 2.45, -3.48], [3.44, 0.22, -2.02], [0.73, 3.55, -2.63], [0.82, 0.68, -2.76], [-0.29, 0.90, -2.27], [-1.37, 1.04, -1.95], [0.24, 0.55, 2.05], [-0.85, 0.66, 0.61], [-1.24, 1.67, 2.10], [-0.05, 2.70, -0.06], [0.62, 3.21, 1.53], [3.52, 2.19, -0.36], [2.33, 3.52, -0.42], [2.78, 3.39, -3.55], [2.74, -0.92, -1.72], [-7.05, 2.59, 2.79], [-6.23, 1.96, 3.72], [-4.86, 2.18, 3.71], [-4.32, 3.03, 2.75], [-5.12, 3.66, 1.82], [-6.49, 3.44, 1.84], [-2.88, 3.28, 2.75], [-2.19, 2.70, 3.58], [-2.44, 4.06, 1.92], [-8.12, 2.42, 2.81], [-6.66, 1.30, 4.46], [-4.23, 1.68, 4.43], [-4.70, 4.32, 1.07], [-7.13, 3.92, 1.11], [4.14, -7.17, -1.27], [4.63, -6.54, -2.41], [4.19, -5.27, -2.73], [3.28, -4.63, -1.91], [2.78, -5.25, -0.78], [3.21, -6.52, -0.45], [2.84, -3.27, -2.24], [3.28, -2.76, -3.26], [2.06, -2.72, -1.48], [4.48, -8.17, -1.01], [5.35, -7.05, -3.04], [4.58, -4.79, -3.62], [2.06, -4.75, -0.14], [2.83, -7.02, 0.43]]
}

***

# 6
{
  "formula": "C16H19GaNO6",
  "method": "wB97M-V/def2-TZVPD",
  "mol_weight_g_mol": 391.1,
  "e_tot_ev": -83057.852,
  "de_lowest_ev": 0.339,
  "homo_ha": -0.179,
  "e_lumo_ev": 2.917,
  "charge": -1,
  "elements": ["Ga", "C", "C", "C", "C", "C", "C", "C", "C", "C", "C", "H", "H", "H", "H", "H", "H", "H", "H", "H", "H", "H", "H", "H", "H", "H", "O", "C", "O", "C", "O", "O", "O", "C", "C", "C", "C", "O", "N", "H", "H", "H", "H"],
  "coordinates": [[0.74, 0.88, 0.22], [-0.63, -0.43, 2.16], [-0.76, -1.73, 1.80], [-1.35, -1.79, 0.47], [-1.58, -0.53, 0.02], [-1.06, 0.43, 1.02], [-1.88, 1.67, 1.34], [-2.25, -0.14, -1.26], [-1.61, -3.07, -0.26], [-0.30, -2.94, 2.55], [-0.08, 0.13, 3.43], [-2.87, 1.40, 1.71], [-2.00, 2.31, 0.47], [-1.39, 2.27, 2.11], [-3.32, -0.34, -1.22], [-1.84, -0.70, -2.11], [-2.12, 0.92, -1.46], [-2.50, -3.58, 0.12], [-0.77, -3.76, -0.16], [-1.76, -2.89, -1.32], [-1.04, -3.74, 2.51], [-0.11, -2.72, 3.60], [0.63, -3.33, 2.13], [-0.87, 0.53, 4.07], [0.62, 0.96, 3.24], [0.47, -0.62, 3.99], [4.24, 0.20, 1.73], [3.20, 0.60, 1.25], [2.19, -0.15, 0.89], [2.95, 2.14, 1.04], [3.81, 2.96, 1.26], [1.74, 2.42, 0.62], [2.03, -1.14, -2.57], [1.56, -0.04, -2.71], [1.59, 0.76, -4.01], [0.66, 1.94, -3.76], [0.36, 1.83, -2.28], [-0.30, 2.62, -1.62], [0.90, 0.70, -1.75], [1.29, 0.11, -4.84], [2.62, 1.07, -4.19], [-0.28, 1.88, -4.32], [1.10, 2.92, -3.96]]
}

***

# 7
{
  "formula": "C16H19InN2O7S2",
  "method": "wB97M-V/def2-TZVPD",
  "mol_weight_g_mol": 530.3,
  "e_tot_ev": -61059.284,
  "de_lowest_ev": 0.000,
  "homo_ha": -0.349,
  "e_lumo_ev": -1.284,
  "charge": 0,
  "elements": ["In", "O", "C", "C", "N", "C", "C", "O", "O", "C", "C", "O", "O", "H", "H", "H", "H", "H", "H", "H", "H", "H", "O", "C", "O", "C", "C", "C", "C", "C", "C", "H", "H", "H", "H", "H", "S", "C", "N", "C", "C", "S", "H", "H", "H", "H", "H"],
  "coordinates": [[-1.80, -1.52, -1.06], [-0.90, -1.88, 0.78], [-1.76, -1.81, 1.94], [-3.23, -1.52, 1.68], [-3.48, -0.62, 0.53], [-4.77, -0.86, -0.23], [-4.76, -2.17, -1.07], [-5.84, -2.73, -1.28], [-3.61, -2.58, -1.51], [-3.11, 0.80, 0.73], [-2.17, 1.32, -0.36], [-1.87, 2.51, -0.25], [-1.74, 0.53, -1.32], [0.53, -1.45, 1.01], [-1.70, -2.81, 2.39], [-1.36, -1.07, 2.69], [-3.76, -2.46, 1.42], [-3.75, -1.10, 2.57], [-5.62, -0.90, 0.48], [-4.94, -0.03, -0.90], [-3.94, 1.47, 0.85], [-2.50, 0.90, 1.63], [0.76, 0.05, 2.82], [1.58, -0.07, 1.92], [1.56, -1.08, 1.06], [2.77, 0.85, 1.84], [3.82, 0.61, 1.00], [4.90, 1.47, 0.96], [4.94, 2.61, 1.74], [3.79, 2.92, 2.53], [2.71, 2.04, 2.55], [3.84, -0.31, 0.36], [5.74, 1.18, 0.31], [5.84, 3.23, 1.87], [3.75, 3.81, 3.15], [1.83, 2.29, 3.11], [-0.71, -2.18, -3.41], [0.64, -1.20, -3.55], [0.60, 0.09, -3.14], [1.88, 0.75, -3.07], [2.93, -0.30, -3.40], [2.19, -1.71, -4.16], [-0.24, 0.49, -2.71], [2.00, 1.29, -2.12], [1.89, 1.62, -3.80], [3.46, -0.55, -2.48], [3.64, 0.08, -4.09]]
}

***

# 8
{
  "formula": "C16H19N10O4STi",
  "method": "wB97M-V/def2-TZVPD",
  "mol_weight_g_mol": 495.3,
  "e_tot_ev": -73935.552,
  "de_lowest_ev": 1.431,
  "homo_ha": [-0.366, -0.428],
  "e_lumo_ev": [-3.129, -3.321],
  "s2": 2.012,
  "charge": 1,
  "spin_multiplicity": 3,
  "elements": ["Ti", "O", "C", "N", "C", "O", "C", "C", "C", "C", "C", "N", "C", "C", "C", "C", "C", "N", "H", "H", "H", "H", "H", "H", "H", "H", "N", "N", "C", "N", "N", "N", "O", "O", "H", "H", "H", "H", "H", "S", "C", "N", "C", "C", "N", "H", "H", "H", "H", "H", "H"],
  "coordinates": [[-0.28, 0.37, 0.12], [-2.45, 0.23, 3.52], [-1.87, 0.54, 2.51], [-1.35, -0.28, 1.55], [-0.97, -1.61, 1.77], [-1.69, -2.56, 1.93], [0.54, -1.65, 1.74], [1.28, -2.68, 2.26], [2.67, -2.58, 2.26], [3.25, -1.42, 1.75], [2.44, -0.43, 1.23], [1.10, -0.54, 1.19], [-1.51, 1.97, 2.18], [-2.06, 3.04, 2.86], [-1.62, 4.32, 2.56], [-0.62, 4.47, 1.61], [-0.12, 3.34, 0.98], [-0.56, 2.11, 1.24], [0.77, -3.54, 2.66], [3.28, -3.37, 2.67], [4.32, -1.28, 1.78], [2.85, 0.49, 0.83], [-2.82, 2.85, 3.61], [-2.03, 5.18, 3.06], [-0.23, 5.44, 1.35], [0.67, 3.43, 0.24], [-3.96, 0.96, 0.27], [-3.88, 0.34, -0.97], [-2.75, 0.34, -1.70], [-2.78, -0.29, -2.88], [-1.70, 1.03, -1.24], [-0.51, 0.99, -1.88], [-0.29, 0.53, -3.04], [0.46, 1.55, -1.18], [-4.22, 0.29, 0.98], [-4.64, 1.70, 0.25], [-4.68, -0.16, -1.33], [-3.58, -0.84, -3.15], [-1.93, -0.32, -3.41], [-0.11, -1.83, -1.25], [1.44, -1.79, -1.94], [2.27, -0.74, -2.05], [3.48, -1.08, -2.80], [3.38, -2.61, -2.94], [2.03, -2.87, -2.45], [1.91, 0.20, -2.05], [4.37, -0.77, -2.25], [3.48, -0.59, -3.77], [4.12, -3.13, -2.32], [3.49, -2.95, -3.97], [1.62, -3.79, -2.39]]
}

***

Repeat the seventh record exactly.
{
  "formula": "C16H19InN2O7S2",
  "method": "wB97M-V/def2-TZVPD",
  "mol_weight_g_mol": 530.3,
  "e_tot_ev": -61059.284,
  "de_lowest_ev": 0.000,
  "homo_ha": -0.349,
  "e_lumo_ev": -1.284,
  "charge": 0,
  "elements": ["In", "O", "C", "C", "N", "C", "C", "O", "O", "C", "C", "O", "O", "H", "H", "H", "H", "H", "H", "H", "H", "H", "O", "C", "O", "C", "C", "C", "C", "C", "C", "H", "H", "H", "H", "H", "S", "C", "N", "C", "C", "S", "H", "H", "H", "H", "H"],
  "coordinates": [[-1.80, -1.52, -1.06], [-0.90, -1.88, 0.78], [-1.76, -1.81, 1.94], [-3.23, -1.52, 1.68], [-3.48, -0.62, 0.53], [-4.77, -0.86, -0.23], [-4.76, -2.17, -1.07], [-5.84, -2.73, -1.28], [-3.61, -2.58, -1.51], [-3.11, 0.80, 0.73], [-2.17, 1.32, -0.36], [-1.87, 2.51, -0.25], [-1.74, 0.53, -1.32], [0.53, -1.45, 1.01], [-1.70, -2.81, 2.39], [-1.36, -1.07, 2.69], [-3.76, -2.46, 1.42], [-3.75, -1.10, 2.57], [-5.62, -0.90, 0.48], [-4.94, -0.03, -0.90], [-3.94, 1.47, 0.85], [-2.50, 0.90, 1.63], [0.76, 0.05, 2.82], [1.58, -0.07, 1.92], [1.56, -1.08, 1.06], [2.77, 0.85, 1.84], [3.82, 0.61, 1.00], [4.90, 1.47, 0.96], [4.94, 2.61, 1.74], [3.79, 2.92, 2.53], [2.71, 2.04, 2.55], [3.84, -0.31, 0.36], [5.74, 1.18, 0.31], [5.84, 3.23, 1.87], [3.75, 3.81, 3.15], [1.83, 2.29, 3.11], [-0.71, -2.18, -3.41], [0.64, -1.20, -3.55], [0.60, 0.09, -3.14], [1.88, 0.75, -3.07], [2.93, -0.30, -3.40], [2.19, -1.71, -4.16], [-0.24, 0.49, -2.71], [2.00, 1.29, -2.12], [1.89, 1.62, -3.80], [3.46, -0.55, -2.48], [3.64, 0.08, -4.09]]
}